The following is a DFT calculation (ωB97M-V/def2-TZVPD) of a 6-piece molecular cluster, C22H48FN7O6 overall in a non-equilibrium geometry.

ORCA input file:
```
! wB97M-V def2-TZVPD RIJCOSX def2/J DEFGRID3
* xyz 0 1
C 5.2250 2.5630 -0.3885
C 4.0045 3.4033 -0.9842
C 2.5957 2.6433 -0.7652
N 1.8931 3.0770 0.4734
C 0.4231 3.0174 0.3618
C -0.2099 4.0292 -0.6876
N -0.6483 3.0705 -1.7787
C -0.4961 1.6336 -1.4505
O -0.4655 0.6647 -2.2244
C -0.3253 1.6238 0.1573
F 0.4954 0.5661 0.6873
H 5.1360 2.3822 0.7367
H 6.1914 3.1577 -0.5612
H 5.3637 1.5717 -0.9404
H 4.1470 3.4665 -2.1195
H 3.9113 4.4447 -0.5424
H 1.9893 2.7885 -1.7201
H 2.7409 1.5055 -0.6775
H 2.2455 2.5757 1.2991
H 0.0789 3.3245 1.4140
H 0.6835 4.6902 -0.9469
H -1.1523 4.5918 -0.3790
H -0.0410 3.2793 -2.5880
H -1.3382 1.4776 0.6862
C 2.6352 -1.3989 0.5092
C 3.7319 -1.8164 -0.4330
O 4.4876 -1.0059 -0.9515
N 3.8709 -3.1437 -0.7038
C 3.0855 -4.2487 -0.1961
H 2.6499 -0.3162 0.6246
H 1.6634 -1.6885 0.1058
H 2.7900 -1.8532 1.4905
H 4.6262 -3.3457 -1.3425
H 3.7542 -4.9340 0.3296
H 2.6365 -4.7704 -1.0439
H 2.3015 -3.9185 0.4812
C -5.4056 1.3868 2.3418
C -4.3127 0.9661 1.3968
O -3.5587 1.7775 0.8703
N -4.1741 -0.3589 1.1322
C -4.9569 -1.4647 1.6490
H -5.3888 2.4712 2.4514
H -6.3796 1.0948 1.9444
H -5.2470 0.9376 3.3240
H -3.4212 -0.5630 0.4906
H -4.2853 -2.1458 2.1727
H -5.4075 -1.9889 0.8036
H -5.7386 -1.1352 2.3285
C -0.7298 1.5269 -5.9116
C -1.0722 2.5497 -6.9584
O -0.7074 2.4447 -8.1214
N -1.8123 3.6209 -6.5696
C -2.3345 3.9066 -5.2511
H -0.1375 0.7308 -6.3622
H -0.1405 1.9876 -5.1166
H -1.6419 1.0890 -5.5018
H -2.0009 4.2741 -7.3158
H -3.4215 3.9853 -5.3213
H -1.9277 4.8662 -4.9241
H -2.0740 3.1377 -4.5273
C 3.2621 0.0925 4.0398
C 4.0887 1.2861 3.6568
O 3.5764 2.3551 3.3555
N 5.4417 1.1534 3.6493
C 6.2294 -0.0183 3.9704
H 2.2054 0.3570 3.9959
H 3.4438 -0.7249 3.3399
H 3.4971 -0.2206 5.0592
H 5.9260 1.9980 3.3810
H 6.8929 0.2299 4.8016
H 6.8333 -0.2766 3.0980
H 5.6091 -0.8681 4.2449
C -3.7660 -5.9515 2.2509
C -5.1173 -5.2886 2.2377
O -5.3724 -4.3179 2.9378
N -6.0711 -5.8008 1.4137
C -5.9673 -6.9328 0.5161
H -3.1168 -5.4308 2.9548
H -3.8598 -6.9910 2.5715
H -3.3120 -5.9004 1.2591
H -6.9491 -5.3044 1.4597
H -6.1763 -6.5882 -0.4987
H -6.7198 -7.6701 0.8033
H -4.9821 -7.3919 0.5458
*
```

Properties
SMILES string: CCCN[C@H]1CNC(=O)[C@H]1F.CNC(C)=O.CNC(C)=O.CNC(C)=O.CNC(C)=O.CNC(C)=O
Max |F|: 0.0804 Eh/bohr
Orbital gap: 8.74 eV
LUMO energy: 0.327 eV